1 | ORCA calculation (ωB97M-V/def2-TZVPD) on a gas-phase ion, C6H10N (charge +1).

Cartesian coordinates (Å):
C1 1.9208 1.2981 0.2865
C2 1.9221 0.0087 0.1591
C3 0.0153 0.0651 -1.4646
C4 -0.2028 0.9273 -0.2612
C5 -1.3286 1.4624 0.4403
C6 0.0049 -1.7608 0.2989
N1 0.5235 -0.4032 -0.1846
H1 2.3976 2.1937 0.7546
H2 2.8042 -0.7608 0.2950
H3 -0.7094 -0.7409 -1.7658
H4 0.7782 0.3511 -2.3650
H5 -1.1451 1.7531 1.4630
H6 -2.1036 0.5752 0.5661
H7 -1.7466 2.2860 -0.2530
H8 0.1343 -1.8036 1.4632
H9 -1.1054 -1.8506 0.1322
H10 0.4497 -2.5041 -0.2322

## Properties
- HOMO (eV) = -13.85
- gap between HOMO and LUMO (eV) = 9.24
- net charge = +1
- LUMO (eV) = -4.61

Mulliken population analysis, charges in e, atoms 1 to 2:
1 C -0.43
2 C -0.05

=====

2 | ORCA calculation (ωB97M-V/def2-TZVPD) on a gas-phase ion, C6H10N (charge +1).

Cartesian coordinates (Å):
C1 -2.0687 1.1446 -0.5522
N1 -1.2280 0.2588 -0.1392
C2 -1.6281 -1.0231 0.5227
C3 0.2854 0.7797 -0.0349
C4 1.1253 0.7069 1.1949
C5 1.6019 0.0844 0.1133
C6 2.5004 -0.7471 -0.6082
H1 -3.1986 0.9465 -0.6971
H2 -1.7111 2.0346 -0.9302
H3 -1.3343 -0.9641 1.6492
H4 -1.0631 -1.8180 0.1453
H5 -2.7127 -1.1753 0.3556
H6 0.3202 1.5925 -0.7949
H7 1.1451 1.1276 2.1064
H8 2.3484 -0.5957 -1.6937
H9 2.1670 -1.7418 -0.5446
H10 3.4509 -0.6106 -0.0922

## Properties
- HOMO (eV) = -14.07
- gap between HOMO and LUMO (eV) = 9.61
- net charge = +1
- SMILES string = C=[N+](C)[C@H]1C=C1C
- LUMO (eV) = -4.46

Mulliken population analysis, charges in e, atoms 1 to 2:
1 C -0.01
2 N 0.14

=====

3 | ORCA calculation (ωB97M-V/def2-TZVPD) on a gas-phase ion, C6H10N (charge +1).

Cartesian coordinates (Å):
C1 -3.5752 0.9274 0.3776
C2 -0.9945 -1.4932 0.1342
C3 -0.0112 -0.4772 0.6709
C4 -1.8184 -0.4583 -0.6691
C5 1.8631 1.1204 -0.2117
C6 1.2683 -0.3362 -0.0954
N1 -2.7326 0.2508 -0.0703
H1 -4.2028 1.5961 0.9251
H2 -0.4714 -2.1940 -0.4470
H3 -1.5717 -2.0516 0.8667
H4 -0.3886 0.2517 1.4224
H5 -1.5062 -0.0664 -1.6345
H6 2.1154 1.8660 0.5808
H7 1.0562 1.5436 -0.8763
H8 2.7206 0.9078 -0.7153
H9 2.1088 -0.7925 0.4532
H10 1.1473 -0.8709 -1.0834

## Properties
- HOMO (spin up / spin down) (eV) = -12.68 / -12.66
- gap between HOMO and LUMO (spin up / spin down) (eV) = 7.24 / 7.19
- net charge = +1
- LUMO (spin up / spin down) (eV) = -5.44 / -5.47

Mulliken population analysis, charges in e, atoms 1 to 2:
1 C 0.02
2 C -0.60

=====

4 | ORCA calculation (ωB97M-V/def2-TZVPD) on a gas-phase ion, C6H10N (charge +1).

Cartesian coordinates (Å):
C1 1.0911 2.2331 0.5855
C2 0.1940 1.7337 -0.5506
N1 -0.9636 1.2973 -0.2801
C3 -1.8763 0.4523 0.0084
C4 -1.3650 -0.9613 0.0929
C5 -0.0810 -1.2515 -0.2855
C6 0.5941 -2.5856 -0.2307
H1 2.2497 2.2007 0.4952
H2 0.7995 1.8220 1.5992
H3 0.9010 3.2374 0.5310
H4 0.4284 2.0103 -1.5602
H5 -2.8404 0.7605 0.2806
H6 -2.1471 -1.8613 0.1685
H7 0.6703 -0.3846 -0.4128
H8 -0.1510 -3.4231 -0.1028
H9 1.2706 -2.4870 0.6515
H10 1.2258 -2.7928 -0.9901

## Properties
- HOMO (eV) = -14.18
- gap between HOMO and LUMO (eV) = 9.28
- net charge = +1
- SMILES string = CC=[N+]=C/C=C/C
- LUMO (eV) = -4.90

Mulliken population analysis, charges in e, atoms 1 to 2:
1 C -0.93
2 C -0.07

=====

Which one sits at the bottom of the stability order? 1 does.

=====

1 | ORCA calculation (ωB97M-V/def2-TZVPD) on 2 unconnected molecules or ions with the total composition C6H10N.

Cartesian coordinates (Å):
C1 2.4001 0.1628 -0.1234
C2 -3.5694 0.1261 -0.5773
C3 -2.7068 0.0627 0.4940
C4 3.6769 0.7862 -0.1330
C5 -1.2774 0.1739 0.3966
C6 0.7411 -1.6372 0.0618
N1 1.6500 -0.7336 0.0785
H1 -4.5086 -0.2596 -0.4112
H2 -3.3860 0.5441 -1.4838
H3 4.0528 0.8001 0.9148
H4 4.5297 0.1690 -0.4523
H5 3.5645 1.5796 -0.8448
H6 -0.7977 -0.0514 1.2795
H7 -0.8250 0.8102 -0.3634
H8 -3.1540 -0.4414 1.4167
H9 0.3073 -2.1726 -0.7242
H10 0.3419 -2.2028 0.8603

## Properties
- HOMO (spin up / spin down) (eV) = -13.17 / -11.68
- gap between HOMO and LUMO (spin up / spin down) (eV) = 8.56 / 5.49
- net charge = +1
- LUMO (spin up / spin down) (eV) = -4.62 / -6.18

Mulliken population analysis, charges in e, atoms 1 to 2:
1 C 0.51
2 C -0.72

=====

2 | ORCA calculation (ωB97M-V/def2-TZVPD) on a gas-phase ion, C6H10N (charge +1).

Cartesian coordinates (Å):
C1 -2.7183 -0.5819 -1.0891
C2 -2.3949 -0.3198 0.0562
C3 -1.7350 0.5255 1.1378
C4 -0.3020 0.7169 0.5155
N1 0.6807 0.1856 0.9874
C5 1.8911 0.2524 0.0894
C6 1.7244 -0.6744 -1.0363
H1 -3.3343 -1.0063 -1.7825
H2 -1.6458 -0.2530 1.9239
H3 -2.2800 1.3656 1.4794
H4 -0.1625 1.0993 -0.4666
H5 0.6680 -0.2277 1.9549
H6 1.9361 1.4110 -0.1618
H7 2.8644 0.1211 0.5739
H8 0.8737 -1.3138 -0.8556
H9 1.4715 -0.0217 -1.9086
H10 2.4630 -1.2789 -1.4180

## Properties
- HOMO (eV) = -14.46
- gap between HOMO and LUMO (eV) = 9.95
- net charge = +1
- SMILES string = C#CC/C=[NH+]/CC
- LUMO (eV) = -4.51

Mulliken population analysis, charges in e, atoms 1 to 2:
1 C -0.20
2 C -0.35

=====

Which one sits at the bottom of the stability order? 1 does.

=====

1 | ORCA calculation (ωB97M-V/def2-TZVPD) on C4H7ClO in the gas phase.

Cartesian coordinates (Å):
C1 1.2325 -1.5514 -0.0451
C2 0.5714 -0.4690 0.4663
C3 -0.8633 -0.4019 0.8581
Cl1 -1.8706 0.1187 -0.5116
O1 1.0997 0.7867 0.6001
C4 1.7965 1.2367 -0.5764
H1 0.8434 -2.5659 -0.0484
H2 2.1749 -1.4519 -0.5561
H3 -1.0749 0.2290 1.7258
H4 -1.2196 -1.4357 1.0645
H5 1.1117 1.2540 -1.4358
H6 2.0384 2.1962 -0.2770
H7 2.7066 0.5760 -0.7947

## Properties
- HOMO (eV) = -9.22
- gap between HOMO and LUMO (eV) = 10.13
- SMILES string = C=C(CCl)OC
- LUMO (eV) = 0.92

Mulliken population analysis, charges in e, atoms 1 to 2:
1 C -0.92
2 C 0.70

=====

2 | ORCA calculation (ωB97M-V/def2-TZVPD) on C4H7ClO in the gas phase.

Cartesian coordinates (Å):
C1 -1.8394 1.3068 -0.0054
C2 -0.6550 0.3833 0.4238
Cl1 -0.9940 -1.3033 -0.1150
C3 0.6297 0.9439 -0.2916
C4 1.6806 0.0156 0.2119
O1 2.8272 -0.0675 -0.0682
H1 -1.7207 2.3410 0.2581
H2 -2.0023 1.2599 -1.0627
H3 -2.8224 0.8943 0.4049
H4 -0.6027 0.2740 1.4046
H5 0.7371 1.9812 -0.1210
H6 0.5009 0.7227 -1.3875
H7 1.2948 -0.6750 0.9722

## Properties
- HOMO (eV) = -9.83
- gap between HOMO and LUMO (eV) = 10.69
- SMILES string = C[C@@H](Cl)CC=O
- LUMO (eV) = 0.86

Mulliken population analysis, charges in e, atoms 1 to 2:
1 C -1.35
2 C -0.23

=====

3 | ORCA calculation (ωB97M-V/def2-TZVPD) on C4H7ClO in the gas phase.

Cartesian coordinates (Å):
C1 1.4328 1.5567 -0.2998
C2 0.8038 0.5070 0.1832
Cl1 1.4380 -1.0699 -0.0401
C3 -0.6051 0.4445 0.7462
O1 -1.3500 0.1658 -0.4027
C4 -2.6597 -0.2951 -0.2247
H1 2.5162 1.5259 -0.4581
H2 1.0512 2.5059 -0.4074
H3 -0.6673 -0.3881 1.4456
H4 -1.1271 1.2897 1.3068
H5 -2.8700 -1.3290 -0.5824
H6 -3.3994 0.3141 -0.7103
H7 -2.9797 -0.3347 0.8796

## Properties
- HOMO (eV) = -9.52
- gap between HOMO and LUMO (eV) = 10.49
- SMILES string = C=C(Cl)COC
- LUMO (eV) = 0.97

Mulliken population analysis, charges in e, atoms 1 to 2:
1 C -0.84
2 C 0.48

=====

4 | ORCA calculation (ωB97M-V/def2-TZVPD) on C4H7ClO in the gas phase.

Cartesian coordinates (Å):
C1 -0.2273 1.3217 -0.4430
C2 0.2839 0.2538 0.1426
C3 1.7046 0.2302 0.7059
Cl1 2.7196 -0.6930 -0.4132
O1 -0.3089 -0.9604 0.3424
C4 -1.5554 -1.1162 -0.2429
H1 0.4311 2.1400 -0.6813
H2 -1.2573 1.4819 -0.7196
H3 1.7080 -0.3522 1.6376
H4 2.1285 1.2092 0.9070
H5 -1.8178 -2.1764 -0.1552
H6 -2.3159 -0.4934 0.2338
H7 -1.4931 -0.8455 -1.3141

## Properties
- HOMO (eV) = -9.25
- gap between HOMO and LUMO (eV) = 10.22
- SMILES string = C=C(CCl)OC
- LUMO (eV) = 0.96

Mulliken population analysis, charges in e, atoms 1 to 2:
1 C -0.94
2 C 0.63

=====

Which one sits at the bottom of the stability order? 3 does.

=====

1 | ORCA calculation (ωB97M-V/def2-TZVPD) on C4H7ClO in the gas phase.

Cartesian coordinates (Å):
C1 0.1358 -1.4339 -0.0433
C2 -0.2612 0.0805 0.1221
C3 0.9804 0.8402 0.5100
Cl1 -1.5019 0.1153 1.4470
C4 -0.9995 0.7631 -1.0067
O1 -1.6112 0.1805 -1.8246
H1 -0.6121 -1.9962 -0.6400
H2 0.2896 -1.9012 0.9587
H3 0.9874 -1.4978 -0.6823
H4 1.0558 0.6059 1.6292
H5 1.8190 0.4587 0.0364
H6 1.0374 1.9088 0.3917
H7 -1.3194 1.8760 -0.8983

## Properties
- HOMO (eV) = -10.03
- gap between HOMO and LUMO (eV) = 10.63
- SMILES string = CC(C)(Cl)C=O
- LUMO (eV) = 0.60

Mulliken population analysis, charges in e, atoms 1 to 2:
1 C -1.34
2 C 1.02

=====

2 | ORCA calculation (ωB97M-V/def2-TZVPD) on 2 unconnected molecules or ions with the total composition C4H7ClO.

Cartesian coordinates (Å):
C1 -1.7558 -0.3964 -1.2630
C2 -0.6298 -0.8080 -0.5921
C3 2.0410 -0.0875 0.3810
C4 1.5108 0.5713 -0.8110
O1 1.8009 1.4870 -1.4806
Cl1 2.9436 2.8416 -0.5926
H1 -1.8916 -0.5686 -2.3543
H2 -2.6454 0.1052 -0.9038
H3 0.0505 -1.3796 -1.1584
H4 1.7177 0.3024 1.2550
H5 1.7863 -1.1194 0.4150
H6 3.0570 0.1902 0.4121
H7 -0.7168 -0.8477 0.4991

## Properties
- HOMO (spin up / spin down) (eV) = -8.62 / -8.29
- gap between HOMO and LUMO (spin up / spin down) (eV) = 8.07 / 7.60
- LUMO (spin up / spin down) (eV) = -0.55 / -0.68

Mulliken population analysis, charges in e, atoms 1 to 2:
1 C -0.51
2 C -0.62

=====

3 | ORCA calculation (ωB97M-V/def2-TZVPD) on a molecular structure, C4H7ClO.

Cartesian coordinates (Å):
C1 -1.2073 1.1574 0.3844
C2 -0.4186 0.0547 -0.5049
C3 0.8605 -0.4322 0.0818
C4 1.0063 -1.5349 0.7818
H1 -2.1249 0.4449 1.1834
H2 -1.8724 1.4092 -0.5697
H3 -0.3972 1.8118 1.0549
H4 -1.1847 -0.7962 -0.7582
H5 0.8075 0.9820 -1.8733
H6 0.2805 -2.3109 1.0467
H7 2.0476 -1.8757 1.0531
O1 -0.0404 0.5002 -1.8182
Cl1 2.2433 0.5896 -0.0619

## Properties
- HOMO (eV) = -9.66
- gap between HOMO and LUMO (eV) = 10.40
- LUMO (eV) = 0.74

Mulliken population analysis, charges in e, atoms 1 to 2:
1 C -0.82
2 C 0.17

=====

Which one sits at the bottom of the stability order? 2 does.

=====

1 | ORCA calculation (ωB97M-V/def2-TZVPD) on C4H7FN2 in the gas phase.

Cartesian coordinates (Å):
C1 -1.4314 1.7332 1.0947
C2 -0.7591 1.2879 0.0251
C3 0.2264 0.0951 -0.3290
C4 0.5796 -0.8278 0.9303
F1 0.4548 -2.1425 0.3078
N1 0.4797 -0.0471 -1.5421
N2 1.4535 -1.0110 -1.9711
H1 -2.2140 2.5490 0.7908
H2 -1.5289 1.3753 2.2935
H3 -0.9824 1.6429 -0.9517
H4 1.6467 -0.5470 1.6642
H5 -0.1863 -0.9364 2.0198
H6 1.0188 -1.8781 -1.4517
H7 1.2425 -1.2935 -2.8804

## Properties
- HOMO (eV) = -9.39
- gap between HOMO and LUMO (eV) = 10.13
- SMILES string = C=C/C(CF)=N/N
- LUMO (eV) = 0.75

Mulliken population analysis, charges in e, atoms 1 to 2:
1 C -0.59
2 C -0.26

=====

2 | ORCA calculation (ωB97M-V/def2-TZVPD) on C4H7FN2 in the gas phase.

Cartesian coordinates (Å):
H1 0.5792 2.3845 1.2698
N1 0.6609 1.7562 2.0605
C1 0.4367 0.5402 1.7598
N2 0.0870 -0.0796 0.5688
C2 -0.0643 -1.5503 0.4965
C3 -0.0150 0.6311 -0.6308
C4 -0.3956 0.1994 -1.8283
F1 -0.5869 -1.0852 -2.1391
H2 0.4677 -0.1239 2.6075
H3 0.6062 -2.0023 -0.2611
H4 0.0381 -2.0432 1.4887
H5 -1.0913 -1.6773 0.1926
H6 0.2444 1.6996 -0.6007
H7 -0.5676 0.8703 -2.6338

## Properties
- HOMO (eV) = -8.44
- gap between HOMO and LUMO (eV) = 9.30
- SMILES string = [H]/N=C\N(C)/C=C\F
- LUMO (eV) = 0.86

Mulliken population analysis, charges in e, atoms 1 to 2:
1 H 0.20
2 N -0.70

=====

Which one sits at the bottom of the stability order? 1 does.

=====

1 | ORCA calculation (ωB97M-V/def2-TZVPD) on a gas-phase ion, C3H4NO (charge +1).

Cartesian coordinates (Å):
C1 -0.5143 -1.1626 0.0800
C2 -1.6051 -0.4957 0.1466
C3 -0.2193 1.3184 0.0664
N1 0.7423 -1.0885 -0.1719
O1 -1.2920 0.7431 -0.2139
H1 0.5880 0.8043 0.5944
H2 -0.1861 2.5195 -0.0809
H3 1.4773 -1.0471 0.6258
H4 1.0092 -1.5913 -1.0464

## Properties
- HOMO (spin up / spin down) (eV) = -14.72 / -14.72
- gap between HOMO and LUMO (spin up / spin down) (eV) = 8.28 / 8.28
- net charge = +1
- LUMO (spin up / spin down) (eV) = -6.44 / -6.44

Mulliken population analysis, charges in e, atoms 1 to 2:
1 C 0.59
2 C -0.40

=====

2 | ORCA calculation (ωB97M-V/def2-TZVPD) on 2 unconnected molecules or ions with the total composition C3H4NO.

Cartesian coordinates (Å):
C1 0.5788 -1.0571 -0.1542
C2 -1.1969 0.1863 0.0780
C3 0.8883 0.3589 -0.1265
N1 -0.3457 1.0424 -0.1594
O1 -0.7075 -1.1325 -0.0184
H1 1.1957 -1.8793 -0.4091
H2 -3.2855 1.1095 0.5041
H3 1.1169 0.6012 0.9377
H4 1.7558 0.7705 -0.6521

## Properties
- HOMO (spin up / spin down) (eV) = -16.40 / -15.90
- gap between HOMO and LUMO (spin up / spin down) (eV) = 9.67 / 8.60
- net charge = +1
- LUMO (spin up / spin down) (eV) = -6.73 / -7.31

Mulliken population analysis, charges in e, atoms 1 to 2:
1 C 0.20
2 C 0.08

=====

3 | ORCA calculation (ωB97M-V/def2-TZVPD) on 2 unconnected molecules or ions with the total composition C3H4NO.

Cartesian coordinates (Å):
C1 0.7380 -0.3378 -0.0014
C2 -1.4002 1.1335 -0.0425
C3 -0.5306 -1.1272 0.0031
N1 -1.5120 -1.7003 -0.0081
O1 -2.2105 0.3817 -0.0013
H1 0.3020 0.3770 -0.9044
H2 -0.7580 2.0511 0.2650
H3 1.7240 -0.2937 0.0494
H4 0.5664 0.4819 0.8113

## Properties
- HOMO (eV) = -16.80
- gap between HOMO and LUMO (eV) = 9.41
- net charge = +1
- LUMO (eV) = -7.39

Mulliken population analysis, charges in e, atoms 1 to 2:
1 C -0.80
2 C 0.29

=====

Which one sits at the bottom of the stability order? 2 does.